Computed, not measured: a 2-piece molecular cluster, C3H8N2O2 overall in a non-equilibrium geometry, with ωB97M-V/def2-TZVPD.

Output
Orbital gap (eV): 6.20
Relative energy (zero: lowest compared OMol25 entry of this formula, charge and spin) (kJ/mol): 861.9
Calculated total energy (eV): -10308.0190
LUMO (eV): -2.72
HOMO energy (eV): -8.92

Last column: natural (NBO) charge in e.
Positions of all 15 atoms, in Å:
1 O 1.27 -1.91 0.78  -0.631
2 O 2.48 -0.10 0.18  -0.530
3 N -1.65 -1.02 -0.76  -0.528
4 N -1.26 2.35 0.67  -0.522
5 C -0.60 1.23 0.20  -0.220
6 C 1.66 -0.94 -0.14  0.530
7 C -1.78 0.36 -0.78  -0.232
8 H -2.10 1.04 -1.57  0.203
9 H -2.58 0.61 -0.08  0.237
10 H 0.24 1.55 -0.54  0.195
11 H 0.46 -1.14 0.68  0.480
12 H -0.79 3.20 0.41  0.332
13 H -0.20 0.59 1.00  0.215
14 H 1.40 -1.26 -1.15  0.142
15 H -1.65 -1.35 -1.71  0.328